[1]
ORCA calculation (ωB97M-V with the def2-TZVPD basis set) on C40H38BBrN4O2P2Zn as an isolated structure.

The geometry in XYZ format:
```
89
Properties=species:S:1:pos:R:3:mulliken_charge:R:1
Zn 0.2598 -1.9295 0.3405 -0.421
B 2.6512 -4.1277 -0.4539 0.026
N 2.5989 -2.7701 -1.2363 0.184
C 3.3910 -2.4251 -2.2517 -0.315
C 2.8339 -1.3452 -2.9217 -1.382
C 1.6578 -1.0913 -2.2332 -0.154
N 1.5131 -1.9620 -1.2278 0.639
N 2.3307 -3.8900 1.0519 0.238
C 2.9635 -4.4263 2.0956 -0.199
C 2.2421 -4.1590 3.2503 -1.105
C 1.1429 -3.4299 2.8125 -0.419
N 1.2009 -3.2821 1.4833 0.306
H 1.8222 -4.8774 -0.9294 -0.165
H 3.7782 -4.5503 -0.5315 -0.182
H 4.2995 -2.9748 -2.4354 0.479
H 3.2314 -0.8116 -3.7672 0.476
H 0.9163 -0.3281 -2.4131 0.585
H 3.8813 -4.9708 1.9480 0.472
H 2.4811 -4.4475 4.2590 0.427
H 0.3232 -2.9907 3.3619 0.652
C -1.0545 1.9718 -1.2659 -1.855
C 0.1324 1.9473 -0.2825 1.558
P 1.7864 2.2075 -1.0787 -0.297
C 2.0713 3.9842 -0.7102 0.602
C 1.9470 4.8977 -1.7552 -0.408
C 2.1028 6.2607 -1.5296 -0.543
C 2.3982 6.7207 -0.2552 -0.424
C 2.5327 5.8179 0.7932 -0.722
C 2.3693 4.4599 0.5670 -0.309
C 2.9539 1.4228 0.1036 0.254
C 4.3008 1.4184 -0.2720 -0.770
C 5.2567 0.7815 0.5023 -0.659
C 4.8811 0.1100 1.6612 -0.677
C 3.5518 0.1115 2.0503 -0.562
C 2.5980 0.7764 1.2839 0.388
C -2.1594 0.9813 -0.8775 -1.045
P -1.7625 -0.8001 -1.0224 0.431
C -2.0266 -1.2007 -2.7940 1.040
C -1.6440 -2.4756 -3.2142 -0.285
C -1.8523 -2.8840 -4.5218 -0.800
C -2.4232 -2.0097 -5.4386 -0.507
C -2.7863 -0.7324 -5.0386 -0.740
C -2.5915 -0.3310 -3.7224 -0.391
C -3.2232 -1.5914 -0.2427 0.799
C -3.0404 -2.8320 0.3647 -0.335
C -4.1052 -3.5176 0.9306 -0.718
C -5.3745 -2.9608 0.9029 -0.601
C -5.5698 -1.7194 0.3119 -0.661
C -4.5026 -1.0392 -0.2578 -0.242
H -0.7196 1.8022 -2.2933 0.561
H -1.5086 2.9647 -1.2555 0.377
H 0.1473 0.9824 0.2223 -1.463
H -0.0060 2.7003 0.4958 0.743
H 1.7298 4.5353 -2.7539 0.362
H 2.0015 6.9605 -2.3494 0.387
H 2.5291 7.7807 -0.0771 0.377
H 2.7630 6.1742 1.7895 0.413
H 2.4745 3.7610 1.3898 0.374
H 4.5966 1.9104 -1.1929 0.378
H 6.2933 0.7859 0.1892 0.400
H 5.6219 -0.4089 2.2563 0.405
H 3.2466 -0.4090 2.9510 0.458
H 1.5714 0.7737 1.6255 0.110
H -3.0681 1.1710 -1.4494 0.927
H -2.4062 1.1284 0.1776 0.008
H -1.1730 -3.1560 -2.5124 0.328
H -1.5544 -3.8782 -4.8296 0.425
H -2.5776 -2.3217 -6.4638 0.391
H -3.2241 -0.0445 -5.7511 0.424
H -2.8812 0.6715 -3.4332 0.238
H -2.0477 -3.2694 0.4190 0.128
H -3.9398 -4.4772 1.4027 0.448
H -6.2089 -3.4890 1.3463 0.389
H -6.5573 -1.2759 0.2956 0.439
H -4.6810 -0.0711 -0.7090 0.295
Br -0.5878 4.3025 4.3453 -0.195
C -1.6744 2.8619 3.7660 -0.088
C -3.0287 3.0707 3.5695 -0.466
C -3.8086 2.0093 3.1277 -0.750
C -3.2376 0.7689 2.8802 -0.112
C -1.8744 0.5824 3.0782 0.119
C -1.0864 1.6304 3.5337 -0.084
C -1.2426 -0.7461 2.7488 -0.238
O -1.3006 -1.6779 3.5285 -0.735
O -0.6615 -0.7270 1.5883 0.691
H -3.4644 4.0416 3.7602 0.439
H -4.8703 2.1558 2.9745 0.420
H -3.8467 -0.0567 2.5299 0.513
H -0.0225 1.4971 3.6853 0.499
```

Results
Strongest force on any atom (eV/A): 0.51
Gap between HOMO and LUMO (eV): 8.79
HOMO (eV): -8.35
Charge: 0

[2]
ORCA calculation (ωB97M-V with the def2-TZVPD basis set) on C40H38ClN2P2Sc as an isolated structure at a distorted geometry.

The geometry in XYZ format:
```
84
Properties=species:S:1:pos:R:3:mulliken_charge:R:1
Sc -0.2974 0.3984 -0.0393 -1.089
Cl -0.6388 2.2919 1.6236 -0.381
P 1.2346 1.4804 -1.9024 2.126
P -2.0093 -1.3461 0.9635 2.060
C 2.8934 1.8516 -1.2346 -0.095
C 0.5431 3.1389 -2.2977 0.029
C 1.5579 0.6574 -3.5198 0.212
C -2.0922 -3.1222 0.4004 0.329
C -1.7689 -1.4908 2.7989 0.304
C -3.7090 -0.6137 0.8812 0.477
C 4.0626 1.3268 -1.7899 -0.433
C 5.3178 1.5572 -1.2081 -0.685
C 5.4067 2.2834 -0.0154 -0.519
C 4.2371 2.7065 0.6152 -0.700
C 2.9897 2.4664 0.0320 -0.163
H 4.0135 0.6966 -2.6738 0.388
H 6.2262 1.2139 -1.6967 0.444
H 6.3792 2.5461 0.4123 0.415
H 4.2872 3.2510 1.5595 0.470
H 2.0855 2.6984 0.5853 0.428
C 1.9251 -0.6954 -3.5653 0.043
C 2.0761 -1.3712 -4.7826 -0.753
C 1.8492 -0.6891 -5.9868 -0.509
C 1.3939 0.6339 -5.9596 -0.702
C 1.2120 1.2845 -4.7293 -0.452
H 2.0121 -1.2420 -2.6301 0.149
H 2.3765 -2.4196 -4.7829 0.429
H 2.0463 -1.2023 -6.9324 0.403
H 1.2044 1.1689 -6.8959 0.415
H 0.7521 2.2701 -4.7105 0.449
C 1.3603 4.2752 -2.4548 -0.219
C 0.8003 5.5441 -2.6835 -0.644
C -0.5845 5.7011 -2.7182 -0.550
C -1.4075 4.5958 -2.4707 -0.695
C -0.8482 3.3251 -2.2731 -0.320
H 2.4371 4.1928 -2.3593 0.454
H 1.4566 6.4023 -2.8546 0.420
H -1.0368 6.6734 -2.9420 0.401
H -2.4852 4.7047 -2.4639 0.434
H -1.4958 2.4705 -2.0821 0.210
C -2.1397 -0.4577 3.6913 -0.580
C -1.7956 -0.5048 5.0538 -0.730
C -0.9530 -1.4969 5.5477 -0.572
C -0.4119 -2.4076 4.6341 -0.720
C -0.8039 -2.3806 3.2871 -0.385
H -2.6139 0.4637 3.3393 0.440
H -2.2192 0.2310 5.7415 0.433
H -0.7519 -1.5831 6.6244 0.437
H 0.2992 -3.1433 4.9902 0.526
H -0.2742 -3.0216 2.5974 0.437
C -1.0294 -3.7295 -0.2884 -0.013
C -1.1176 -5.0324 -0.7989 -0.765
C -2.2744 -5.7889 -0.5643 -0.465
C -3.3446 -5.2135 0.1276 -0.725
C -3.2648 -3.8799 0.5750 -0.363
H -0.1499 -3.1312 -0.4873 0.174
H -0.2891 -5.4328 -1.3759 0.423
H -2.3190 -6.8208 -0.9284 0.391
H -4.2539 -5.7973 0.3286 0.411
H -4.1367 -3.4189 1.0433 0.303
C -4.7252 -0.9564 1.7930 -0.404
C -6.0189 -0.4111 1.6951 -0.757
C -6.2923 0.5988 0.7741 -0.527
C -5.2487 1.0552 -0.0405 -0.637
C -3.9751 0.4594 0.0065 -0.100
H -4.5333 -1.6163 2.6391 0.468
H -6.8179 -0.7871 2.3350 0.406
H -7.2954 1.0403 0.6670 0.397
H -5.4112 1.8591 -0.7490 0.441
H -3.1762 0.8439 -0.6366 -0.141
H -0.0685 -0.8391 -1.2199 0.269
H -0.8209 -0.1926 -1.8099 0.757
C 3.1100 -0.4484 4.4599 -0.843
N 2.7323 -0.6074 3.0344 0.252
C 3.3643 -1.3407 2.0733 -1.012
C 2.6151 -1.2106 0.9217 -0.725
N 1.5159 -0.3552 1.2095 1.243
C 1.6233 -0.0367 2.5514 -0.709
H 3.1445 -1.4095 4.9736 0.356
H 4.0683 0.0631 4.5796 0.344
H 2.3124 0.1649 4.9148 0.293
H 4.2944 -1.8528 2.3438 0.492
H 2.7278 -1.6388 -0.0380 0.556
H 0.9559 0.5491 3.1677 0.351
```

Results
Strongest force on any atom (eV/A): 7.80
Gap between HOMO and LUMO (eV): 5.19
HOMO (eV): -13.99
Charge: +2

- What is the formula in the first record?
  C40H38BBrN4O2P2Zn